{"formula": "C18H22IrN6O3S", "method": "ωB97M-V/def2-TZVPD", "charge": 2, "lumo_energy_ev": [-7.01, -8.44], "energy_ev": -47761.835, "multiplicity": 2, "s_squared": 0.76, "species": ["Ir", "C", "C", "N", "N", "C", "N", "S", "C", "C", "C", "C", "C", "N", "H", "H", "H", "H", "H", "H", "H", "H", "H", "O", "N", "N", "O", "C", "C", "C", "C", "C", "C", "H", "H", "H", "H", "H", "C", "C", "C", "O", "C", "H", "H", "H", "H", "H", "H", "H", "H"], "coordinates": [[0.64, 0.31, 0.92], [-1.94, 3.42, 2.44], [-1.17, 2.45, 1.62], [-0.21, 1.71, 2.10], [0.06, 1.78, 3.43], [1.11, 1.10, 3.78], [1.49, 1.01, 5.05], [2.16, 0.33, 2.57], [-1.45, 2.24, 0.20], [-2.43, 2.91, -0.50], [-2.60, 2.64, -1.85], [-1.77, 1.72, -2.46], [-0.81, 1.08, -1.70], [-0.65, 1.33, -0.40], [-1.59, 3.44, 3.46], [-3.00, 3.16, 2.42], [-1.83, 4.42, 2.01], [0.94, 1.47, 5.76], [2.32, 0.52, 5.32], [-3.05, 3.65, 0.00], [-3.37, 3.15, -2.41], [-1.86, 1.48, -3.51], [-0.14, 0.34, -2.13], [-0.57, -0.73, 2.15], [-1.18, -1.74, 1.59], [-0.83, -2.01, 0.43], [0.05, -1.25, -0.24], [-1.40, -3.13, -0.30], [-2.15, -4.07, 0.41], [-2.71, -5.12, -0.30], [-2.52, -5.21, -1.68], [-1.75, -4.27, -2.35], [-1.18, -3.22, -1.66], [-2.28, -3.99, 1.48], [-3.29, -5.86, 0.22], [-2.96, -6.03, -2.22], [-1.59, -4.36, -3.42], [-0.58, -2.48, -2.17], [3.96, -0.08, -1.97], [3.95, 1.44, -1.78], [3.22, 1.60, -0.47], [2.23, 0.51, -0.47], [2.59, -0.52, -1.47], [4.75, -0.54, -1.36], [4.10, -0.38, -3.00], [3.40, 1.92, -2.59], [4.95, 1.86, -1.73], [2.66, 2.53, -0.36], [3.87, 1.46, 0.39], [1.84, -0.50, -2.26], [2.58, -1.49, -0.99]]}